31
Properties=species:S:1:pos:R:3 method="wB97M-V/def2-TZVPD" gap_ev=9.59 homo_ha=-0.3286 total_charge=0 smiles=C[C@@H](C#N)[C@@H](c1ccccc1)[Si](C)(C)F relative_energy_kcal_mol=0.0 molar_mass_g_mol=221.4 max_force_ev_per_a=3.83 total_energy_ha=-910.99246
Si 1.600 1.256 -0.156
F 2.926 1.319 -1.147
N 3.785 -1.281 0.476
C -1.377 -0.579 0.962
C -3.538 0.197 0.295
C 0.599 -0.419 -0.577
C -2.709 -0.365 1.220
C 0.749 -2.914 -0.581
C -1.701 0.242 -1.234
C 1.797 1.528 1.686
C -0.841 -0.242 -0.279
C 1.243 -1.671 0.094
C 2.684 -1.508 0.295
C -3.026 0.420 -0.974
C 0.548 2.745 -1.017
H 1.083 -3.758 0.063
H 2.928 1.481 1.910
H -4.582 0.236 0.452
H 0.912 -0.290 -1.693
H -0.414 2.357 -1.196
H 0.420 3.459 -0.128
H -0.386 -3.011 -0.616
H 1.175 3.173 -1.860
H 1.475 0.803 2.430
H 1.204 -2.958 -1.519
H 0.970 -1.769 1.231
H 1.346 2.424 2.069
H -3.119 -0.613 2.165
H -0.928 -1.170 1.717
H -3.583 0.657 -1.924
H -1.240 0.249 -2.164

---

119
Properties=species:S:1:pos:R:3 method="wB97M-V/def2-TZVPD" gap_ev=3.35 homo_ha=-0.0953 total_charge=-1 molar_mass_g_mol=1083.1 max_force_ev_per_a=0.93 total_energy_ha=-6726.52306
Br 0.156 7.460 5.619
Ca -0.592 1.534 0.500
S 0.656 -3.213 -2.207
O -1.536 -0.094 -2.044
O -2.246 2.236 1.703
O 2.019 -4.635 1.425
O 0.975 -0.069 0.444
N -1.908 2.345 -1.229
N -1.733 2.117 -2.591
N 1.569 2.499 -1.498
N 0.993 3.520 1.043
N 1.162 -0.513 -2.106
N 0.591 1.213 2.991
N 1.230 0.454 5.013
N -3.037 -2.409 1.070
N 2.295 0.575 4.193
N -1.894 -0.550 1.078
N 0.418 -4.951 2.926
N -0.999 -1.346 -2.333
N 1.467 -4.314 3.530
N -2.600 -2.276 2.338
C 1.897 2.070 -2.707
C 1.316 6.543 3.190
C 3.910 2.607 -0.968
C -1.459 -5.059 -2.262
C -2.702 3.395 1.496
C 2.569 2.779 -0.658
C -1.923 -1.153 2.297
C -3.987 -4.678 -2.105
C -0.731 1.938 -6.521
C -2.775 -5.188 -1.374
C 0.715 -5.059 1.642
C -0.823 0.757 -7.244
C 0.423 6.233 4.199
C -1.519 0.931 -2.999
C -0.303 5.053 4.169
C 4.063 -1.020 3.700
C -0.288 -5.916 -1.861
C 0.304 -5.918 -0.648
C 1.150 -1.447 0.809
C -1.475 -4.759 0.776
C -0.163 -5.310 0.557
C -2.651 4.086 0.280
C 5.072 -0.873 2.751
C 0.234 0.842 4.248
C -1.052 -3.618 -2.294
C -2.563 -4.576 -0.004
C -0.119 4.161 3.128
C -3.226 -2.332 -2.568
C 2.196 3.422 0.613
C -3.626 -3.667 0.584
C 2.379 -4.135 2.638
C -0.968 1.938 -5.160
C -1.173 -0.407 -6.585
C 0.338 -1.525 -2.229
C -1.412 -0.416 -5.215
C 1.894 1.005 2.996
C -3.360 4.104 2.664
C -2.468 4.556 -2.147
C 5.284 -1.884 1.822
C -1.296 0.762 -4.473
C 3.216 1.915 -3.133
C -4.147 -3.418 -2.581
C 3.457 -3.157 2.740
C -2.626 -1.375 0.344
C 0.811 4.429 2.129
C 1.501 5.641 2.153
C 4.469 -3.008 1.793
C 3.625 0.113 4.594
C -1.843 -2.501 -2.371
C 4.238 2.162 -2.243
C -2.313 3.585 -1.002
C 3.302 -2.173 3.718
H -2.957 5.110 2.786
H 2.114 -0.874 -2.097
H 1.850 7.483 3.200
H -3.203 3.530 3.576
H -1.507 4.693 -2.645
H -0.477 2.866 -7.018
H 3.414 1.575 -4.140
H -0.780 0.888 4.607
H 4.585 -3.749 1.013
H -4.368 -3.411 -0.170
H 3.510 -0.208 5.627
H 5.272 2.021 -2.528
H 2.155 5.908 1.334
H 3.021 3.889 1.160
H 5.669 0.031 2.724
H -1.737 -1.338 -4.778
H -4.792 -5.386 -2.271
H 0.137 -6.547 -2.635
H -4.136 -4.093 1.450
H -3.584 -1.339 -2.808
H 1.082 1.845 -3.372
H 2.057 -1.844 0.352
H 2.564 1.122 2.160
H -0.689 3.244 3.091
H -3.008 5.107 0.303
H 0.294 -2.051 0.500
H 2.474 -2.272 4.410
H 1.241 -1.493 1.894
H 1.071 -0.055 -0.548
H -1.276 -1.334 -7.133
H -3.158 4.170 -2.896
H -4.433 4.195 2.488
H -1.764 -5.388 -3.259
H 6.066 -1.775 1.081
H -2.825 5.517 -1.782
H -1.017 4.833 4.951
H -2.914 -6.265 -1.245
H 4.321 0.952 4.562
H 1.228 -6.489 -0.559
H -1.431 -0.767 3.172
H -2.884 -1.277 -0.697
H 4.673 2.836 -0.235
H -0.907 2.861 -4.599
H -5.116 -3.190 -3.023
H -0.639 0.751 -8.310
H -1.550 -4.316 1.764

---

104
Properties=species:S:1:pos:R:3 method="wB97M-V/def2-TZVPD" gap_ev=6.89 homo_ha=-0.3806 total_charge=+1 relative_energy_kcal_mol=0.0 molar_mass_g_mol=943.1 max_force_ev_per_a=0.26 total_energy_ha=-5036.41429
Pt -0.386 -0.737 -0.454
As 1.260 0.205 1.264
Si 0.348 1.104 3.280
Si 2.717 1.965 0.534
Si 2.434 -1.676 2.120
O -1.834 -1.498 1.104
O -2.666 1.850 -1.996
N -3.084 1.131 0.608
N 3.582 0.516 -6.528
N -3.423 2.218 0.137
N 0.345 -4.379 -2.313
C -1.384 -2.634 -2.739
C -1.997 3.900 -0.975
C 3.310 2.967 1.997
C -3.893 0.721 1.718
C -0.642 5.555 -2.069
C 1.095 -2.957 2.440
C 3.344 -1.344 3.719
C -4.820 1.701 2.356
C -2.646 2.576 -1.039
C -1.276 4.327 -2.089
C 2.210 0.203 -4.359
C -1.435 5.933 0.177
C 3.717 -2.320 0.916
C -3.039 -1.356 -1.626
C -1.676 -1.670 -1.759
C 1.611 -4.963 -2.827
C -3.722 -2.920 -3.321
C -2.082 4.708 0.157
C 2.053 -0.577 -2.092
C -2.953 -1.646 1.567
C -4.038 -1.957 -2.373
C 0.141 0.407 -3.137
C 0.700 -0.215 -2.012
C -0.691 -0.245 4.055
C 0.406 -4.167 -0.842
C -0.718 6.355 -0.934
C 1.626 3.001 -0.566
C -3.816 -0.564 2.092
C -2.392 -3.240 -3.501
C 0.007 -3.092 -3.048
C 2.970 0.384 -5.564
C -3.499 -3.046 1.690
C 1.547 1.663 4.604
C 2.796 -0.398 -3.247
C 4.229 1.408 -0.413
C 0.883 0.624 -4.286
C -0.677 2.591 2.790
H 0.635 -5.113 -0.357
H -0.062 -1.070 4.398
H 0.283 -2.867 1.717
H 0.929 1.921 5.471
H -2.868 -3.608 2.381
H 3.325 -2.654 -0.044
H -1.418 -0.642 3.352
H 1.209 2.386 -1.368
H 4.090 -0.554 3.614
H -4.267 2.590 2.662
H 2.206 3.805 -1.026
H -3.324 -0.583 -0.931
H -4.490 -3.388 -3.922
H 1.823 -5.891 -2.303
H -0.546 -3.766 -0.504
H -1.365 2.855 3.598
H 1.184 -3.432 -0.644
H 0.776 -2.382 -2.760
H 0.665 -2.804 3.432
H -0.032 3.455 2.612
H 2.109 2.552 4.333
H -5.577 2.033 1.646
H 2.407 -4.242 -2.651
H 4.214 -3.174 1.385
H 2.250 0.896 4.924
H 4.703 0.509 -0.019
H -4.530 -3.079 2.035
H -4.504 -0.893 2.862
H -1.502 6.565 1.052
H 4.960 2.219 -0.360
H -5.069 -1.656 -2.228
H 1.500 -3.972 2.409
H 4.081 3.657 1.643
H 3.990 1.239 -1.461
H 0.796 3.455 -0.019
H 2.535 -1.022 -1.232
H 0.429 1.100 -5.146
H -2.117 -3.955 -4.273
H -0.086 5.892 -2.933
H 2.510 3.568 2.426
H 4.481 -1.565 0.727
H -1.251 2.414 1.883
H -1.226 3.684 -2.958
H -0.901 0.703 -3.117
H 3.750 2.356 2.787
H 3.873 -2.260 3.998
H -5.305 1.260 3.223
H 0.115 -3.330 -4.106
H 1.513 -5.146 -3.894
H -3.427 -3.519 0.709
H -0.221 7.317 -0.920
H -0.422 -5.026 -2.507
H 3.835 -0.702 -3.289
H -2.664 4.388 1.011
H -1.223 0.148 4.925
H 2.680 -1.086 4.543